Here is a structure of composition C9H14N2O from OMol25. Energies are from ωB97M-V/def2-TZVPD.

Molecular weight: 166.224 g/mol
Frontier orbital gap (spin up / spin down): 6.8 / 7.7 eV
LUMO (spin up / spin down): -0.122 / -0.471 eV

Last column: Löwdin charge in e.
CARTESIAN COORDINATES (ANGSTROEM)
1 C -1.23604 2.25830 -0.48388  -0.19
2 N 4.78489 -1.22339 -0.20613  0.16
3 H -3.05460 5.16543 -0.09245  0.09
4 C 0.83205 -2.61725 -0.40573  -0.04
5 H -1.07145 2.21205 -1.59752  0.08
6 H 2.12511 -5.47890 -1.23872  0.09
7 H 0.57946 -0.52077 1.58167  0.07
8 N -1.46847 3.58768 0.00207  -0.21
9 C 1.52507 -1.02653 1.34210  0.06
10 H -1.31059 3.75877 0.96358  0.08
11 C 3.07855 -4.20725 0.16895  -0.06
12 C 1.76890 -2.15548 0.62817  -0.30
13 H -3.00693 3.80273 -1.25148  0.01
14 C 2.08241 -4.60365 -0.65710  -0.09
15 C 3.01084 -2.89162 0.75340  -0.12
16 H 2.28824 -0.44318 1.78307  0.04
17 H 0.03790 -1.85284 -0.71446  0.14
18 H -2.02688 1.39633 -0.08870  0.12
19 H -0.22675 2.05057 -0.17630  0.05
20 C -2.82528 4.07633 -0.30306  -0.14
21 O 4.02477 -2.01435 -0.60697  -0.06
22 H 0.41263 -4.21790 -1.68360  0.06
23 H -3.51658 3.49671 0.51062  0.11
24 H 3.59339 -2.55669 1.48173  0.07
25 H 3.97478 -4.72281 0.24741  0.09
26 C 0.94010 -3.83333 -0.93039  -0.10

=====

Here is an isolated molecule of C9H14N2O from OMol25. Energies are from ωB97M-V/def2-TZVPD.

Structure (SMILES): C=c1c(=O)n(CC)c(=C)n1CC
Molecular weight: 166.224 g/mol
Frontier orbital gap: 8.9 eV
LUMO: 0.817 eV

Last column: Löwdin charge in e.
CARTESIAN COORDINATES (ANGSTROEM)
1 H -1.83814 2.26400 1.67740  0.14
2 C 2.05470 -0.97274 1.53760  0.07
3 C 1.18065 -0.29289 0.77085  -0.25
4 H 3.16483 0.49089 -1.42531  0.09
5 H 1.58567 -1.90647 -1.31738  0.11
6 H -1.09537 -0.13704 -2.78530  0.09
7 H -2.95433 -0.58719 1.39342  0.04
8 O -0.03440 0.49894 2.70754  0.12
9 H -3.91332 0.50850 2.25402  0.10
10 C 2.80341 -0.28637 -2.19917  -0.09
11 C -1.46539 0.14347 -1.72684  0.04
12 H -2.64026 1.66724 0.14678  0.11
13 C -2.83093 0.30721 1.91771  -0.08
14 C -0.66060 0.39759 -0.72054  -0.15
15 N 0.94670 -0.14170 -0.57654  -0.01
16 H 2.84732 -1.52759 0.98668  0.06
17 H 2.07104 -0.86796 2.63542  0.07
18 C 1.49224 -0.87626 -1.63986  -0.29
19 C 0.03031 0.37863 1.53629  -0.43
20 C -2.09903 1.35826 1.06107  -0.17
21 H 2.66866 0.24104 -3.23540  0.09
22 N -0.82692 0.84947 0.59018  -0.02
23 H 0.71647 -0.91558 -2.41943  0.09
24 H -2.53417 0.56637 -1.80796  0.09
25 H -2.27986 -0.03271 2.89778  0.11
26 H 3.61071 -1.12711 -2.25903  0.09

=====

Here is an isolated molecule of C9H14N2O7 from OMol25. Energies are from ωB97M-V/def2-TZVPD.

Structure (SMILES): N[C@@H](CC(=O)O)C(=O)N[C@@H](CCC(=O)O)C(=O)O
Molecular weight: 262.218 g/mol
Frontier orbital gap: 10.2 eV
LUMO: 0.061 eV

Last column: Löwdin charge in e.
CARTESIAN COORDINATES (ANGSTROEM)
1 C -0.45564 2.87411 -3.02184  -0.53
2 H -2.04544 -1.12854 3.22797  0.11
3 O 1.10757 -0.48212 2.80428  0.09
4 O -0.99031 4.10461 -2.70527  0.13
5 O 2.67282 -0.25237 0.59175  0.10
6 H 1.66415 -1.10007 -1.61138  0.23
7 H -0.79290 -3.80537 1.13086  0.05
8 H -2.39904 -1.75807 0.84854  0.15
9 H 1.95587 -0.43681 1.24497  0.07
10 C -0.50638 1.74354 -2.17707  -0.11
11 C 0.56801 0.63826 -2.46184  -0.06
12 H 1.91440 -0.14688 3.40080  0.24
13 H -1.62807 0.33606 2.31564  0.14
14 H -1.47445 1.46004 -2.34267  0.11
15 H -0.40742 2.16476 -1.17610  0.14
16 C -1.42062 -0.77233 2.41172  -0.06
17 C -0.07984 -0.62776 3.30696  -0.54
18 C -0.09334 -1.62422 0.23416  -0.38
19 H 1.52127 1.29673 -2.64548  0.16
20 H 0.22343 0.11711 -3.32324  0.12
21 N -1.43809 -3.36642 1.78419  0.05
22 O 2.60920 1.52045 -0.55923  0.15
23 C -1.32449 -1.86708 1.32413  -0.25
24 C 2.07127 0.47959 -0.35098  -0.53
25 O -0.02347 2.79927 -4.13461  0.12
26 O 0.74108 -2.49984 0.27308  0.08
27 H -0.80030 0.26378 -0.39553  0.12
28 H -0.91197 4.60865 -3.45546  0.07
29 N -0.08729 -0.40635 -0.44627  0.12
30 C 1.05769 -0.10500 -1.20641  -0.27
31 H -0.84997 -3.23476 2.66266  0.09
32 O -0.37772 -0.79299 4.45167  0.10

=====

Here is an isolated molecule of C9H14N2OS from OMol25. Energies are from ωB97M-V/def2-TZVPD.

Molecular weight: 198.291 g/mol
Frontier orbital gap (spin up / spin down): 5.7 / 5.7 eV
LUMO (spin up / spin down): -1.185 / -1.184 eV

Last column: Löwdin charge in e.
CARTESIAN COORDINATES (ANGSTROEM)
1 C 0.14313 -0.13146 -0.33349  -0.08
2 H -1.06491 2.09754 1.97734  0.09
3 H 4.18951 1.18736 -1.50489  0.12
4 C 3.63201 0.31381 -0.85383  -0.85
5 C -0.96813 -1.15070 -0.13924  -0.38
6 C -1.81831 -0.06110 0.37782  -0.35
7 C -0.42210 -1.91779 1.05399  0.00
8 O -2.97741 -0.04386 0.50636  0.19
9 N 1.29055 -0.10384 -0.78435  0.18
10 C -0.69847 1.01494 0.31227  -0.33
11 H 0.07539 -1.41146 1.83398  0.08
12 H 0.25667 -2.60903 0.74726  0.06
13 H -2.52990 -1.99817 -1.31933  0.07
14 N 2.29907 0.32539 -1.22486  0.07
15 H -0.90301 -1.90572 -2.03840  0.10
16 S 4.27270 0.34783 0.81230  0.23
17 C -0.24227 1.52598 1.60371  -0.03
18 C -1.51398 -2.12168 -1.17157  0.03
19 H -1.33683 -2.54584 1.48885  0.16
20 H -1.01650 1.99488 -1.65002  0.10
21 H 0.58440 2.25629 1.51102  0.11
22 C -1.18585 2.25329 -0.58707  0.03
23 H -1.37798 -3.14290 -0.90860  0.08
24 H -0.51939 3.05847 -0.34954  0.07
25 H 3.98868 -0.63325 -1.37389  0.10
26 H -2.12884 2.62373 -0.33263  0.07
27 H -0.02825 0.77727 2.34682  0.09

=====

Here is an isolated molecule of C9H14N2OS from OMol25. Energies are from ωB97M-V/def2-TZVPD.

Molecular weight: 198.291 g/mol
Frontier orbital gap (spin up / spin down): 6.2 / 8.2 eV
LUMO (spin up / spin down): -1.187 / 0.186 eV

Last column: Löwdin charge in e.
CARTESIAN COORDINATES (ANGSTROEM)
1 H 0.39571 1.72005 1.87573  0.14
2 C -1.55433 1.93326 0.60763  -0.22
3 C -0.60827 1.21347 1.58527  -0.17
4 C -2.14934 0.90213 -0.23425  -0.16
5 H 2.64342 0.92989 0.18384  0.10
6 C -0.27074 -0.07034 0.91571  -0.30
7 N -1.60210 -1.41901 -0.76766  0.02
8 H 3.45584 0.29771 -1.26270  0.12
9 H -2.26344 2.54116 1.02373  0.08
10 C 0.47097 1.19246 -1.63092  0.09
11 H -1.03083 2.72807 0.03550  0.12
12 O 2.04780 -0.14523 2.11267  -0.53
13 H -1.51675 -3.53076 -0.97611  0.12
14 C -1.01360 -2.64500 -0.35995  -0.17
15 H 2.93715 -1.73727 0.09819  0.05
16 H -3.12836 0.58764 0.16863  0.13
17 H -2.38721 1.08734 -1.23096  0.09
18 C 2.50637 0.34603 -0.70327  -0.26
19 S 1.17227 -1.04662 1.32266  0.96
20 H -0.23394 1.58886 -2.29772  0.06
21 H 0.07656 -2.69522 -0.52108  0.05
22 C 2.21743 -1.10569 -0.28500  -0.23
23 H -1.28346 -2.79193 0.63320  0.05
24 C -1.22747 -0.33949 -0.12749  -0.36
25 N 1.64824 0.90902 -1.67293  0.01
26 H 1.77646 -1.61995 -1.12920  0.08
27 H -1.07837 1.16945 2.63648  0.15

=====

Here is the ion C9H14N3 with charge +1 from OMol25. Energies are from ωB97M-V/def2-TZVPD.

Charge: +1
Molecular weight: 164.232 g/mol
Frontier orbital gap (spin up / spin down): 7.5 / 7.5 eV
LUMO (spin up / spin down): -5.045 / -5.046 eV

Last column: Löwdin charge in e.
CARTESIAN COORDINATES (ANGSTROEM)
1 C 2.86008 1.52724 -0.01976  -0.06
2 N -2.25807 1.76786 0.91741  0.14
3 C 3.35580 0.27342 -0.25025  -0.05
4 H -1.20961 0.40726 -1.82188  0.15
5 H -1.63195 2.49729 1.01892  0.07
6 N -1.76612 1.17937 -1.23957  0.07
7 H -2.66229 1.57127 1.75529  0.06
8 H -3.02254 -0.92321 0.44358  0.12
9 C 2.53048 -0.85615 -0.05309  0.05
10 H 4.32894 0.14078 -0.57849  0.10
11 H 0.31612 -2.35697 1.11217  0.09
12 H -1.74299 -0.78850 1.57944  0.17
13 H 2.89940 -1.84440 -0.41054  0.14
14 H -2.69851 1.41505 -1.47355  0.08
15 H 0.60454 -2.83272 -0.40062  0.15
16 C 1.49762 1.66120 -0.05619  -0.07
17 C 0.20046 -1.98109 0.19114  -0.12
18 C 1.03755 -0.78232 0.10277  -0.15
19 C 0.79876 0.55193 0.02275  0.12
20 H 1.14673 2.75048 0.07311  0.17
21 H -1.35919 -1.62868 -1.37342  0.14
22 N -1.64674 0.74274 0.09753  -0.25
23 H -1.69613 -2.63852 0.11486  0.12
24 C -1.29955 -1.68283 -0.22736  -0.18
25 C -2.00233 -0.61795 0.47304  -0.21
26 H 3.41954 2.44745 0.00269  0.13

=====

What did we get for energy above the lowest of the compared OMol25 structures with the same formula, charge and spin? Answer: 7.430, 2.451, 4.996, 7.553, 7.843, 6.192 eV, in the order shown.
What did we get for F_max? Answer: 0.1188, 0.1134, 0.1108, 0.0959, 0.0766, 0.0950 Eh/bohr, in the order shown.